(1)
9
Properties=species:S:1:pos:R:3:forces:R:3 method="wB97M-V/def2-TZVPD" homo_ev=-10.048 total_energy_ha=-229.8881 gap_ha=0.4088 smiles=C#C[C@H]1CO1 de_lowest_ev=3.805 multiplicity=1 e_lumo_ev=1.08
O 1.348 -0.733 -0.184 0.0417 -1.1268 -1.2222
C 0.111 -0.179 -0.522 -0.3527 -0.4124 -0.1344
C 1.194 0.777 -0.338 1.1781 -1.9092 0.1405
C -1.013 -0.295 0.371 -0.3731 -0.2051 0.3630
C -1.970 -0.425 1.083 0.1888 0.0595 -0.1009
H -2.809 -0.534 1.728 0.0325 0.0112 -0.0363
H 1.642 1.170 -1.268 0.1032 0.0777 1.0176
H -0.075 -0.457 -1.550 -0.5794 0.4042 -0.2667
H 1.572 0.676 0.679 -0.2393 3.1009 0.2395


(2)
55
Properties=species:S:1:pos:R:3:forces:R:3 method="wB97M-V/def2-TZVPD" homo_ev=-12.345 total_energy_ha=-1376.1135 gap_ha=0.3500 de_lowest_ev=7.477 multiplicity=1 charge=+1 e_lumo_ev=-2.82
O -2.449 5.194 -0.187 3.4574 0.9378 2.4000
O 2.476 -2.158 1.973 4.3592 -3.7615 0.7800
O 1.632 -4.983 0.770 1.5149 3.5169 -1.2291
O -3.242 -0.366 -4.613 1.1645 0.8369 8.0250
O 0.011 2.712 4.823 -2.0334 1.4547 0.6726
O 0.570 -1.117 0.882 -2.6139 -1.9563 -0.9543
O -1.463 0.323 0.753 0.4226 -4.3203 -1.6392
O 3.768 0.482 -1.712 -1.2740 2.0765 -0.0524
O -2.384 -1.305 -1.733 -0.2368 -1.4725 2.8592
O 2.151 3.735 -1.624 -0.0124 1.0367 -0.0576
O -2.052 -3.533 1.008 -3.3622 -2.0899 -1.6875
O 2.242 0.903 2.444 -0.4084 -1.9976 0.3283
O 0.414 -1.955 3.556 -1.7693 -0.7275 1.6007
O -2.612 3.653 -4.528 -3.7588 2.5007 1.5041
O 0.462 1.910 -2.572 0.3095 -0.7269 -3.3168
O -1.779 -1.479 2.535 0.3261 -0.2564 -3.7180
O 3.336 -3.607 -2.442 0.7564 -1.2041 0.5214
O -2.049 2.901 1.026 -0.9602 -1.1402 2.5360
H 2.066 -0.064 2.704 0.2727 2.5280 -0.5461
H 1.160 -2.052 3.011 1.6651 0.0517 -1.6731
H 0.716 1.781 -3.578 -0.6751 0.4095 3.2961
H -2.511 2.533 1.875 1.3475 1.2774 -2.3456
H -1.923 3.861 1.141 -0.3023 -0.3885 -0.1513
H -0.527 3.531 5.081 1.1864 -1.8388 -0.5453
H 2.892 -2.420 2.844 -0.5548 1.0078 -0.5724
H -1.457 -1.447 -1.812 1.1000 -0.0459 -0.4490
H 0.672 -0.220 1.053 0.9686 2.3285 0.2964
H -2.329 -4.250 1.675 0.4277 1.3511 -1.6741
H -1.811 3.596 -4.910 4.2885 -0.4669 -1.9540
H -1.697 -0.742 1.664 -0.2679 -0.0055 2.6995
H 4.248 -3.987 -2.281 -1.7291 0.4463 -0.3442
H 4.073 -0.387 -1.870 1.0047 -1.1227 0.3556
H 2.855 3.755 -0.988 0.6265 -0.4905 0.5197
H -1.015 -0.509 0.228 -1.1831 3.4170 0.9725
H -2.919 2.807 -4.325 -0.5443 -2.0195 0.5238
H 2.705 -4.364 -2.418 1.0043 0.7408 -0.1805
H -0.761 -1.656 2.704 -0.9664 0.6584 0.5093
H -0.982 1.118 0.533 0.0131 0.8865 -0.1270
H -3.687 -1.089 -4.818 -3.0330 -4.7355 -2.0238
H -2.776 -3.620 0.185 2.7925 0.4731 3.2563
H 1.318 -5.743 1.165 -1.1495 -2.6734 0.4338
H -2.673 -0.908 -2.507 -0.7475 1.3807 -2.5043
H 1.391 -1.545 0.770 1.3480 -0.2274 -0.3197
H 3.053 -2.895 1.505 -2.0195 1.9654 0.2703
H 4.199 0.995 -1.015 0.2663 -1.0198 -0.2783
H -3.203 4.864 -0.575 -2.4502 -0.3714 -1.8782
H -2.084 6.041 -0.457 -0.9279 -0.2483 -0.5543
H 0.851 3.062 4.568 0.8890 0.3556 -0.1729
H 1.536 -4.905 -0.194 -0.2926 -0.7625 0.8606
H 1.095 2.568 -2.245 0.0402 -0.1374 -0.0894
H 1.988 4.682 -1.729 -0.3423 -0.1646 -0.3002
H 1.386 1.353 2.408 0.0951 -0.2022 0.3360
H -2.992 0.133 -5.267 1.8721 3.8289 -5.9183
H -2.020 -2.307 1.916 0.1158 1.0848 1.0570
H 0.130 -2.880 3.599 -0.0202 0.0225 0.6424


(3)
23
Properties=species:S:1:pos:R:3:forces:R:3 method="wB97M-V/def2-TZVPD" homo_ev=-8.751 total_energy_ha=-384.6147 gap_ha=0.3532 smiles=Cc1c[nH]cn1.CCC de_lowest_ev=0.469 multiplicity=1 e_lumo_ev=0.86
N 1.232 -0.327 -2.690 -0.4693 -0.1500 0.3658
N -0.876 -0.085 -2.071 0.0076 -0.7811 -0.3680
C -0.377 -1.265 -1.530 -0.0816 0.0189 1.0453
C -0.903 0.845 2.637 -0.4223 -0.1775 0.5288
C 0.093 0.410 -2.784 0.2509 0.5346 0.4906
C -0.154 0.904 1.304 0.0534 -0.1234 0.5101
C 1.248 1.511 1.392 -0.7821 0.7152 0.0361
C 0.936 -1.403 -1.850 0.5485 0.4965 -1.1077
C -1.235 -2.005 -0.533 0.5402 -0.3992 -0.7617
H -1.538 1.698 2.888 0.1338 0.2054 -0.3952
H 2.163 0.028 -2.799 0.0928 -0.0057 -0.4465
H -1.574 -0.015 2.581 -0.1258 0.0362 0.2088
H -1.281 -3.091 -0.655 -0.1673 0.1142 -0.6218
H -0.295 0.708 3.536 0.3488 -0.1689 -0.2756
H 1.715 -2.142 -1.781 -0.2846 -0.2681 0.5860
H 0.032 1.350 -3.312 0.1328 -0.0526 -0.0845
H 1.854 0.902 2.059 0.2113 0.1364 0.0057
H 1.147 2.529 1.786 0.2189 -0.1555 0.2912
H -0.833 -1.943 0.475 -0.2768 0.6236 0.1714
H 1.746 1.658 0.435 -0.0239 -0.4352 -0.1427
H -0.081 -0.135 0.997 0.1827 0.0653 -0.4115
H -0.816 1.413 0.605 0.2693 0.0199 -0.3204
H -2.202 -1.543 -0.692 -0.3573 -0.2488 0.6957